[1]
238
Properties=species:S:1:pos:R:3 method="wB97M-V/def2-TZVPD" homo_ha=-0.30730 max_force_ev_per_a=3.0 homo_lumo_gap_ev=8.87
C -1.9174 -3.6826 -6.0998
O -2.7999 -2.7910 -5.4676
C -3.2001 -1.6829 -6.2719
C -2.1690 -0.6565 -6.7496
N -1.5405 -0.9868 -8.0032
C -0.5650 -0.0376 -8.4292
C -0.1871 -0.2052 -9.8489
O 0.3823 -1.5418 -9.9529
C 0.7942 -1.7995 -11.2765
H -2.2075 -3.8983 -7.1488
H -1.8587 -4.6053 -5.5404
H -0.9200 -3.2906 -6.1302
H -3.9131 -1.2069 -5.5766
H -3.6864 -2.2275 -7.1037
H -1.4259 -0.4537 -5.9024
H -2.6790 0.2993 -6.7660
H -1.1761 -1.9043 -7.9578
H 0.4219 -0.0922 -7.8578
H -0.9617 0.9522 -8.2114
H 0.4689 0.5487 -10.2870
H -1.1057 -0.1789 -10.4483
H -0.0092 -1.6590 -12.0172
H 1.1285 -2.8427 -11.3889
H 1.6041 -1.1387 -11.5805
C 1.6649 -7.2801 -4.1564
O 2.1984 -6.1167 -4.7662
C 1.5925 -4.9469 -4.2560
C 2.1714 -3.8142 -4.9194
N 3.5275 -3.5584 -4.4537
C 4.1008 -2.3086 -4.8355
C 5.5530 -2.2728 -4.3462
O 5.9525 -0.9069 -4.3784
C 7.3074 -0.7252 -3.9230
H 0.6144 -7.3549 -4.4194
H 1.7037 -7.1893 -3.0754
H 2.1512 -8.2131 -4.4592
H 1.7461 -4.9059 -3.1502
H 0.5106 -5.0392 -4.4212
H 1.5311 -2.9482 -4.7278
H 2.1537 -3.9021 -6.0304
H 4.1199 -4.3023 -4.8186
H 3.5219 -1.5471 -4.2663
H 4.0395 -1.8635 -5.8417
H 6.1242 -2.8503 -5.0725
H 5.5374 -2.7410 -3.3828
H 7.4578 0.3502 -3.8056
H 8.0029 -1.0555 -4.7057
H 7.4361 -1.2367 -2.9504
C -5.9245 3.6336 7.7307
O -6.3339 3.4573 6.3607
C -5.2574 3.3803 5.4104
C -4.6470 4.7121 4.9514
N -3.5864 4.3912 4.0464
C -3.1338 5.4470 3.1328
C -1.7992 5.0298 2.6655
O -0.9146 5.0380 3.7686
C 0.3233 4.4355 3.4009
H -6.8279 3.8821 8.3098
H -5.1999 4.4602 7.8496
H -5.3895 2.7609 8.1250
H -5.7490 2.8025 4.6479
H -4.3944 2.7945 5.7860
H -4.2800 5.2901 5.8159
H -5.4428 5.3315 4.5603
H -2.7634 4.1761 4.5953
H -3.1266 6.4668 3.6054
H -3.8332 5.5699 2.2783
H -1.4465 5.7386 1.9279
H -1.8218 4.0210 2.2306
H 1.0520 4.6087 4.2474
H 0.7784 4.9302 2.5056
H 0.2630 3.3489 3.1813
C -4.8358 2.6075 1.1537
C -4.6204 1.3420 1.8919
C -5.4788 0.2506 1.3263
O -5.2044 -1.0208 1.8350
C -5.6709 -1.2588 3.1413
N -3.2135 0.9202 1.8944
H -4.3410 2.5192 0.1584
H -4.3540 3.3987 1.7319
H -5.8964 2.8215 0.9910
H -4.8223 1.4860 2.9578
H -5.3828 0.1192 0.2433
H -6.5189 0.4545 1.4471
H -5.2259 -0.5304 3.8559
H -5.3202 -2.2140 3.5084
H -6.7813 -1.3046 3.1608
H -2.9325 0.6605 0.9516
H -3.2694 0.0501 2.4217
C 2.9990 -2.7752 2.1054
C 4.2618 -2.0893 2.6539
C 5.3766 -2.0384 1.6077
O 5.0239 -1.3578 0.4121
C 5.9735 -1.6313 -0.6226
N 3.8439 -0.7907 3.2175
H 2.3251 -3.1362 2.9122
H 3.2717 -3.6386 1.4785
H 2.3973 -2.1278 1.4542
H 4.6890 -2.6294 3.4576
H 5.6534 -3.0973 1.4029
H 6.2325 -1.4868 2.0311
H 5.8994 -2.6287 -1.0592
H 6.9570 -1.5031 -0.2109
H 5.7640 -0.8926 -1.4241
H 4.6760 -0.3578 3.5957
H 3.5625 -0.1935 2.4317
C -4.9184 0.3735 -2.8770
C -3.4783 -0.1925 -2.6131
C -2.4720 0.8920 -2.9165
O -2.5807 1.3097 -4.2767
C -1.6718 2.3261 -4.6192
N -3.2463 -0.6378 -1.2950
H -5.7854 -0.2845 -2.7670
H -4.9235 0.7541 -3.8872
H -5.1054 1.2383 -2.2317
H -3.3565 -0.9739 -3.3878
H -1.4446 0.5310 -2.6813
H -2.6112 1.7758 -2.2309
H -1.5048 2.2503 -5.7057
H -0.7215 2.1837 -4.0628
H -2.0394 3.3800 -4.4001
H -3.9050 -1.2436 -0.8340
H -2.2801 -0.9225 -1.1056
C 2.5827 1.2992 7.7089
C 3.1517 2.4084 6.7711
C 2.7226 2.1462 5.3181
O 3.2963 3.2791 4.5264
C 3.2049 3.2266 3.1386
N 2.6629 3.7156 7.2187
H 1.5163 1.4484 7.8755
H 3.0886 1.4658 8.6599
H 2.8094 0.2664 7.3763
H 4.2479 2.4047 6.7459
H 1.6336 2.2352 5.2586
H 3.0625 1.1681 4.9294
H 3.9557 2.5678 2.6701
H 3.4296 4.2506 2.8204
H 2.2289 2.9268 2.7352
H 1.6317 3.6892 7.2266
H 2.9675 4.3821 6.4996
C 4.2192 1.4823 -2.4480
C 5.2545 2.2256 -1.5958
C 5.2732 3.6922 -1.9728
O 5.5606 3.8222 -3.3788
C 4.8082 4.8388 -4.0436
N 4.9232 2.1401 -0.1634
H 4.4767 1.4425 -3.4965
H 3.2414 2.0059 -2.4233
H 4.1166 0.4664 -2.0274
H 6.2553 1.7891 -1.8036
H 6.0515 4.1856 -1.3839
H 4.3384 4.1728 -1.6815
H 3.7097 4.6916 -3.9658
H 5.1269 4.7759 -5.0847
H 5.0012 5.8594 -3.7061
H 5.2746 1.3165 0.3526
H 5.1666 2.9773 0.3492
C 0.2653 1.4002 -0.3567
C 1.0765 0.1471 0.0037
C 1.1676 -0.8251 -1.1584
O -0.0893 -1.3976 -1.3587
C -0.1347 -2.2826 -2.4749
N 2.3498 0.5332 0.5386
H -0.7540 1.1073 -0.5643
H 0.6795 1.8878 -1.2464
H 0.2449 2.1835 0.4051
H 0.4790 -0.3684 0.7933
H 1.9109 -1.5721 -0.8874
H 1.5220 -0.3376 -2.0669
H 0.5045 -3.1405 -2.1469
H 0.3395 -1.8885 -3.3786
H -1.1299 -2.5974 -2.7458
H 3.0522 -0.2229 0.5017
H 2.8247 1.3950 0.2216
C 1.4448 5.1033 -1.4740
C 0.4295 6.0337 -0.8217
C 1.1818 7.1471 -0.0534
O 1.9052 6.5384 0.9706
C 2.6228 7.4556 1.7024
N -0.3350 6.5985 -1.9723
H 1.8226 5.5930 -2.3507
H 1.0461 4.1453 -1.8235
H 2.2381 4.8428 -0.7555
H -0.2474 5.4946 -0.1523
H 0.3934 7.8207 0.3242
H 1.8381 7.7220 -0.6987
H 3.3327 6.9665 2.3665
H 1.9521 8.0280 2.3960
H 3.1358 8.2073 1.0506
H -0.9786 5.8762 -2.3529
H -0.9444 7.3798 -1.7092
C 0.2688 -1.0594 4.6342
C -1.0081 -0.3363 4.1852
C -2.0400 -0.2671 5.3294
O -2.5274 -1.6048 5.4296
C -3.0765 -1.9335 6.7264
N -0.6641 0.9819 3.7594
H 0.9885 -1.3197 3.8241
H 0.0334 -2.0109 5.1111
H 0.7225 -0.3897 5.3543
H -1.5552 -0.9381 3.4320
H -2.8042 0.4395 5.0582
H -1.5725 0.0477 6.2614
H -3.0200 -2.9759 6.9075
H -4.1128 -1.5685 6.7017
H -2.5154 -1.4245 7.5308
H -1.1312 1.2752 2.8854
H 0.3445 1.0059 3.5424
C -2.4433 -3.0798 0.4742
C -1.9326 -4.2657 1.3846
C -1.8077 -3.8254 2.8585
C -1.6049 -5.0049 3.8769
C -2.8054 -5.9934 3.7925
C -2.9800 -6.4893 2.3338
N -3.0068 -5.3253 1.3833
O -3.1027 -5.8253 0.0299
C -1.8446 -7.4997 2.0533
C -4.3099 -7.2433 2.1427
C -0.5460 -4.7273 0.8988
H -1.6792 -2.2943 0.5324
H -3.4457 -2.6877 0.7193
H -2.4431 -3.4768 -0.5330
H -0.9414 -3.1901 2.9651
H -2.7026 -3.2129 3.0315
H -1.4240 -4.6182 4.8840
H -0.6931 -5.5720 3.6626
H -3.7087 -5.4840 4.1537
H -2.6331 -6.8806 4.4316
H -1.8788 -7.8825 1.0204
H -0.8805 -7.0206 2.1681
H -1.8842 -8.3407 2.7381
H -5.1375 -6.5023 2.1152
H -4.2883 -7.8523 1.2464
H -4.5255 -7.9598 2.9247
H 0.1288 -3.8681 1.0253
H -0.5215 -5.0816 -0.1306
H -0.2105 -5.5698 1.4776
H -3.9490 -5.4696 -0.2423

---

[2]
59
Properties=species:S:1:pos:R:3 method="wB97M-V/def2-TZVPD" homo_ha="-0.49021 / -0.49028" max_force_ev_per_a=3.7 homo_lumo_gap_ev="5.63 / 5.64" e_above_lowest_kj_mol=124.3 charge=+2
Re 0.4889 -0.1685 0.6283
Cl -6.3616 -2.4509 0.7567
C -4.7657 -1.9351 1.2345
C -4.6334 -0.6924 1.9230
C -3.3982 -0.1938 2.1940
C -2.2711 -0.8203 1.6489
O -1.0688 -0.2503 1.6740
C -2.3797 -2.0584 0.9866
C -1.2372 -2.7632 0.5267
N -0.1310 -2.2138 0.2103
C 1.0613 -3.0169 0.0385
C 1.1588 -4.1216 -0.7255
C 2.4040 -4.7614 -0.9035
C 3.4765 -4.4770 -0.0179
C 3.3430 -3.3888 0.9243
C 4.3833 -2.8684 1.7668
C 4.2467 -1.7359 2.5447
C 3.0125 -1.0133 2.3452
N 2.0155 -1.4202 1.5384
C 2.1739 -2.6009 0.8460
C -3.6390 -2.6762 0.9494
H -5.5091 -0.1318 2.0930
H -3.2837 0.7827 2.6089
H -1.2120 -3.8346 0.4496
H 0.3755 -4.4909 -1.3399
H 2.4848 -5.5593 -1.5978
H 4.3189 -5.1786 -0.0920
H 5.3099 -3.4443 1.8942
H 5.0225 -1.4714 3.2030
H 2.8604 -0.0567 2.9054
H -3.7179 -3.6494 0.3959
S 1.6474 1.5479 1.4542
C 0.9312 3.1052 0.9807
C 1.6474 4.2154 0.4281
C 1.0611 5.3931 0.0952
C -0.2954 5.5630 0.3587
C -1.0377 4.4596 0.7695
C -0.4477 3.2237 1.0493
H 2.7447 4.0533 0.2063
H 1.6879 6.2376 -0.1913
H -0.6993 6.5393 0.1378
H -2.1182 4.4727 0.8315
H -1.0368 2.4200 1.3735
Cl -0.1794 3.8691 -3.3577
C -1.0775 2.8464 -2.3826
C -2.4571 2.7775 -2.3939
C -3.0879 1.8617 -1.5687
C -2.2480 1.0781 -0.7801
N -0.8941 1.1362 -0.6823
C -0.3975 2.0349 -1.4878
H -2.9758 3.3643 -3.1495
H -4.1425 1.7618 -1.6456
H -2.6284 0.2876 -0.2197
H 0.6428 2.1335 -1.4581
Se 0.5852 -1.0141 -2.9649
Sb 2.5493 -0.2661 -4.8879
Se 1.8355 -0.0873 -1.3527
Se 3.9682 -2.0002 -4.7582
Se 1.8946 1.6474 -6.0135

---

Asked for electronic energy across the records above, the calculation gives -4124.44625; -12522.09816 Eh in order.
Asked for M across the records above, the calculation gives 1269.93; 1128.25 g/mol in order.